Entry 1:
Computed, not measured: a single C6H12N2O molecule in a non-equilibrium geometry, with ωB97M-V with the def2-TZVPD basis set.

```
21
Properties=species:S:1:pos:R:3
C -1.74 1.61 -0.72
C -1.49 0.41 0.17
O -1.97 0.31 1.28
N -0.95 -0.82 -0.51
C -0.95 -2.07 0.21
C 0.27 -0.25 -0.93
C 1.28 0.18 -0.12
C 1.36 -0.09 1.36
N 2.34 0.90 -0.63
H -1.85 1.29 -1.76
H -0.89 2.29 -0.66
H -2.62 2.13 -0.37
H -0.12 -2.69 -0.12
H -1.91 -2.55 0.04
H -0.88 -1.95 1.30
H 0.32 -0.03 -1.99
H 1.86 -1.04 1.53
H 1.93 0.69 1.84
H 0.37 -0.12 1.81
H 2.44 0.90 -1.64
H 3.20 0.91 -0.11
```

Calculated values
Orbital gap, eV: 8.8
F_max, eV/Å: 3.88
SMILES: CC(=O)N(C)/C=C(\C)N
E_HOMO, Eh: -0.2926
E_LUMO, hartree: 0.032
Energy relative to the best compared isomer or geometry (same formula, charge and spin), eV: 1.2871

Entry 2:
Computed, not measured: 9 unconnected molecules or ions with the total composition H18O9 in a non-equilibrium geometry, with ωB97M-V with the def2-TZVPD basis set.

```
27
Properties=species:S:1:pos:R:3
O -1.20 -0.50 3.16
H -1.06 -1.39 3.49
H -0.30 -0.14 3.05
O -0.41 0.11 -0.55
H 0.29 0.80 -0.62
H -0.42 -0.14 0.38
O -0.30 -1.11 -3.14
H -0.46 -0.55 -2.36
H 0.45 -0.71 -3.59
O -3.25 0.57 -2.18
H -3.94 0.16 -2.70
H -2.86 -0.16 -1.67
O 1.08 0.92 2.60
H 0.74 1.82 2.59
H 1.96 0.98 2.21
O -2.65 -2.00 -0.49
H -3.36 -2.45 -0.96
H -1.83 -2.38 -0.84
O 3.41 1.92 1.09
H 3.90 2.69 0.81
H 2.61 1.91 0.54
O 0.95 -2.60 0.58
H 1.58 -1.89 0.42
H 1.36 -3.15 1.25
O 1.27 2.20 -0.71
H 0.90 3.09 -0.74
H 1.53 2.01 -1.62
```

Calculated values
Orbital gap, eV: 10.1
F_max, eV/Å: 1.20
SMILES: O.O.O.O.O.O.O.O.O
E_HOMO, Eh: -0.3836
E_LUMO, hartree: -0.012
Energy relative to the best compared isomer or geometry (same formula, charge and spin), eV: 2.2240

Q: The highest orbital gap belongs to which entry?
A: H18O9

Please write out number 1 again, unchanged.
Computed, not measured: a single C6H12N2O molecule in a non-equilibrium geometry, with ωB97M-V with the def2-TZVPD basis set.

```
21
Properties=species:S:1:pos:R:3
C -1.74 1.61 -0.72
C -1.49 0.41 0.17
O -1.97 0.31 1.28
N -0.95 -0.82 -0.51
C -0.95 -2.07 0.21
C 0.27 -0.25 -0.93
C 1.28 0.18 -0.12
C 1.36 -0.09 1.36
N 2.34 0.90 -0.63
H -1.85 1.29 -1.76
H -0.89 2.29 -0.66
H -2.62 2.13 -0.37
H -0.12 -2.69 -0.12
H -1.91 -2.55 0.04
H -0.88 -1.95 1.30
H 0.32 -0.03 -1.99
H 1.86 -1.04 1.53
H 1.93 0.69 1.84
H 0.37 -0.12 1.81
H 2.44 0.90 -1.64
H 3.20 0.91 -0.11
```

Calculated values
Orbital gap, eV: 8.8
F_max, eV/Å: 3.88
SMILES: CC(=O)N(C)/C=C(\C)N
E_HOMO, Eh: -0.2926
E_LUMO, hartree: 0.032
Energy relative to the best compared isomer or geometry (same formula, charge and spin), eV: 1.2871

Q: Which value of F_max does entry 1 give?
A: 3.88 eV/Å

Copy entry 1 word for word.
Computed, not measured: a single C6H12N2O molecule in a non-equilibrium geometry, with ωB97M-V with the def2-TZVPD basis set.

```
21
Properties=species:S:1:pos:R:3
C -1.74 1.61 -0.72
C -1.49 0.41 0.17
O -1.97 0.31 1.28
N -0.95 -0.82 -0.51
C -0.95 -2.07 0.21
C 0.27 -0.25 -0.93
C 1.28 0.18 -0.12
C 1.36 -0.09 1.36
N 2.34 0.90 -0.63
H -1.85 1.29 -1.76
H -0.89 2.29 -0.66
H -2.62 2.13 -0.37
H -0.12 -2.69 -0.12
H -1.91 -2.55 0.04
H -0.88 -1.95 1.30
H 0.32 -0.03 -1.99
H 1.86 -1.04 1.53
H 1.93 0.69 1.84
H 0.37 -0.12 1.81
H 2.44 0.90 -1.64
H 3.20 0.91 -0.11
```

Calculated values
Orbital gap, eV: 8.8
F_max, eV/Å: 3.88
SMILES: CC(=O)N(C)/C=C(\C)N
E_HOMO, Eh: -0.2926
E_LUMO, hartree: 0.032
Energy relative to the best compared isomer or geometry (same formula, charge and spin), eV: 1.2871